C35H51CsN7Si2 | ωB97M-V/def2-TZVPD

The relative energy (zero: lowest compared OMol25 entry of this formula, charge and spin) comes out at 0.974 eV. The value obtained for the LUMO energy is 1.57 eV. The max |F| is 2.81 eV/A. For the molar mass, the calculation gives 758.92 u.

ORCA input file:
```
! RIJCOSX wB97M-V def2-TZVPD def2/J DEFGRID3
* xyz -1 1
Cs -0.48310 0.24365 -0.51595
C -0.88753 5.70270 1.89279
C -0.25746 5.32760 0.71452
C -0.80680 4.36104 -0.10097
C -2.03222 3.75573 0.22274
C -2.65655 4.14767 1.42311
C -2.08615 5.09550 2.24462
N -2.53554 2.76858 -0.56588
C -3.75190 2.81075 -1.06146
C -4.51229 4.02303 -1.09945
C -5.74361 4.09968 -1.67223
C -6.32064 2.96446 -2.27021
C -5.63718 1.78491 -2.26148
C -4.35606 1.64814 -1.66796
N -3.69730 0.47991 -1.63411
N -4.35288 -0.54871 -2.11013
C -3.77331 -1.76848 -2.05261
C -4.55881 -2.83339 -2.55264
C -4.07042 -4.11428 -2.51432
C -2.79024 -4.32993 -2.01148
C -2.08511 -3.22984 -1.55192
N -2.54382 -1.99332 -1.55163
H -0.45005 6.46071 2.52817
H 0.66944 5.81035 0.43336
H -0.31649 4.07406 -1.02428
H -3.58659 3.66946 1.69453
H -2.58269 5.38014 3.16467
H -4.05853 4.90929 -0.67574
H -6.27078 5.04554 -1.68032
H -7.29070 3.04290 -2.74084
H -6.05232 0.90029 -2.72075
H -5.53839 -2.61552 -2.95065
H -4.67164 -4.93905 -2.87632
H -2.36018 -5.32036 -1.98931
H -1.08366 -3.35001 -1.16497
C -2.51899 0.74963 3.21999
N -1.32588 -0.00227 3.56017
C -1.67787 -1.38147 3.82921
C -0.62345 0.59895 4.68033
C 0.19337 1.82749 4.26884
N 1.09151 1.57502 3.15673
C 2.18787 0.69435 3.50764
C 1.61948 2.82562 2.65048
H -3.24058 0.78573 4.06059
H -3.00196 0.27944 2.36398
H -2.25604 1.76923 2.94926
H -2.44955 -1.46991 4.61607
H -0.79971 -1.93993 4.14929
H -2.06001 -1.84180 2.91734
H 0.05136 -0.14223 5.11430
H -1.32629 0.89862 5.48242
H 0.74659 2.18293 5.16240
H -0.47680 2.63274 3.95938
H 2.82255 1.12077 4.30734
H 2.80096 0.53271 2.62381
H 1.81160 -0.27254 3.83106
H 2.18036 3.38214 3.42268
H 0.80681 3.45677 2.29786
H 2.29119 2.61743 1.82016
C 1.20140 -3.42983 -2.87954
Si 2.83614 -2.93532 -2.02221
C 3.54954 -1.47026 -3.02146
C 3.99118 -4.42022 -2.46684
C 2.85235 -2.70717 -0.17434
C 3.78139 -1.71671 0.27024
C 4.83406 -2.00378 1.17992
C 5.75580 -1.03955 1.49476
C 5.62451 0.23521 0.93792
C 4.56069 0.44756 0.07984
N 3.67035 -0.46773 -0.24479
Si 2.24533 -4.02216 0.98674
C 2.42768 -3.53764 2.83971
C 0.36155 -4.37116 0.85047
C 2.98108 -5.77758 0.70297
H 1.38681 -3.66236 -3.92406
H 0.44556 -2.65170 -2.84423
H 0.79464 -4.32351 -2.42018
H 3.70573 -1.73243 -4.06545
H 4.50651 -1.17419 -2.60554
H 2.89452 -0.60425 -2.97943
H 4.23917 -4.46547 -3.52376
H 3.51436 -5.35844 -2.20169
H 4.92133 -4.36059 -1.90970
H 4.93776 -3.01010 1.56017
H 6.59636 -1.25807 2.14742
H 6.33588 1.01953 1.15040
H 4.41394 1.42577 -0.37522
H 1.47075 -3.21404 3.23556
H 3.12591 -2.71827 2.95370
H 2.78198 -4.35966 3.45337
H -0.22203 -3.46262 0.97421
H 0.02312 -5.07523 1.60691
H 0.11963 -4.80721 -0.11255
H 4.06516 -5.78443 0.66543
H 2.62701 -6.13412 -0.25788
H 2.66449 -6.49708 1.45150
*
```

Here are the Mulliken charges for atoms 1 to 8, given in e: 0.832, -0.413, -0.738, -0.164, -0.211, -0.041, -0.776, -0.033